(1)
Computed, not measured: C19H32Cl2N3O5Ti as an isolated structure in a non-equilibrium geometry, with ωB97M-V/def2-TZVPD.

Properties
⟨S²⟩ = 2.143
highest occupied orbital energy (alpha / beta) = -0.04280 / -0.14366 Eh
energy relative to the best compared isomer or geometry (same formula, charge and spin) = 0.0 kcal/mol
LUMO (alpha / beta) = 1.6 / 1.6 eV
molecular weight = 501.25 g mol⁻¹
multiplicity = 3
net charge = -1
orbital gap (alpha / beta) = 0.10038 / 0.20120 hartree

Structure (XYZ):
```
62
Properties=species:S:1:pos:R:3:forces:R:3
O 1.96053 -0.34120 -3.30849 0.80 -0.51 0.19
C 0.85743 -0.13814 -3.84473 -2.51 1.57 0.04
C 0.27044 1.19379 -4.05922 0.26 -2.01 0.35
C 0.78348 2.31175 -3.35983 0.24 1.24 -0.11
H 1.19466 2.18588 -2.35619 0.13 -0.12 -0.45
C 0.67112 3.57760 -3.93005 0.13 -0.52 -0.03
H 1.15509 4.45475 -3.46274 -0.35 -0.51 -0.26
C -0.04291 3.71082 -5.13519 -0.25 0.87 -0.36
H 0.02430 4.64649 -5.70718 -0.24 -0.28 0.38
C -0.91802 2.69016 -5.57218 0.58 -0.77 0.52
H -1.63504 2.89658 -6.38218 0.31 -0.22 0.47
C -0.78661 1.41988 -4.98708 -0.40 1.07 -0.43
H -1.50105 0.62466 -5.20619 0.34 -0.02 -0.27
H 0.13210 -0.97849 -3.95934 0.20 -0.06 -0.53
C -3.24834 -1.16123 -1.93942 -1.56 -0.64 0.26
C -3.05026 -0.14301 -0.83338 0.99 -0.91 -2.36
H -3.95850 -0.75312 -2.67572 0.22 -0.19 0.00
H -3.73314 -2.05549 -1.52998 0.01 -0.22 -0.15
H -2.36688 -1.53423 -2.50021 -0.01 0.62 0.51
C -3.19856 1.22276 -1.01834 0.00 1.34 -0.78
C -4.45373 2.09279 -0.98606 -0.26 -0.76 0.43
H -2.46109 1.75719 -1.64675 0.16 -0.15 0.59
H -4.57186 2.59917 -1.95464 0.03 -0.13 0.19
H -4.34265 2.87732 -0.22306 -0.12 -0.15 -0.12
H -5.37508 1.50378 -0.77748 0.52 0.37 -0.02
Ti -1.53814 0.18470 0.25096 -0.17 2.32 1.90
Cl -0.43682 2.17653 0.05963 0.26 0.22 -0.17
Cl -2.79977 0.17672 2.24618 -0.80 -0.09 0.72
H 4.93101 2.08724 -2.21492 0.06 0.10 -0.04
H 4.36422 2.42281 0.10633 0.05 0.06 0.05
C 3.95324 1.63416 -2.39448 -0.05 -0.60 0.39
C 3.41142 1.89464 0.02522 -0.39 0.21 -0.02
N 3.45662 1.05085 -1.14973 0.30 -0.13 0.38
H 4.03108 0.83531 -3.13564 -0.02 0.21 0.07
C 3.07476 -0.24185 -1.06040 -0.15 -0.30 -0.66
O 2.40152 -0.73751 -0.15412 0.70 0.13 -0.16
H 3.24499 1.29085 0.92200 -0.08 0.07 -0.25
H 3.40819 -0.83156 -1.93797 -0.08 0.19 0.54
H 3.24476 2.37515 -2.77872 0.22 -0.09 0.06
H 2.60303 2.63011 -0.04632 0.04 -0.04 0.10
H -0.92233 -5.00362 0.94755 0.08 0.19 -0.12
H 1.52385 -4.97042 -0.73546 -0.22 0.00 -0.14
C -1.28526 -4.45465 0.06813 0.02 0.02 -0.17
C 0.78070 -4.47647 -1.37696 0.39 0.19 0.17
N -0.19455 -3.72523 -0.58430 -0.22 -0.56 -0.07
H -2.09984 -3.78994 0.37056 0.33 0.09 -0.15
C -0.06996 -2.40536 -0.62527 -1.40 1.84 0.38
O -0.95397 -1.58543 -0.23628 1.67 -3.07 -0.78
H 1.30077 -3.74307 -2.00984 -0.06 -0.45 0.11
H 0.87015 -2.03060 -1.02898 0.00 0.20 -0.14
H -1.69311 -5.20454 -0.62035 0.07 0.22 0.02
H 0.29068 -5.22172 -2.01715 -0.01 0.25 0.22
N -1.02434 -1.71266 3.72078 -0.11 -0.72 0.28
C -0.38968 -0.47744 4.22883 0.50 0.23 -0.04
C 0.29665 0.21766 3.02569 0.51 0.77 -0.91
O 1.00328 1.16885 3.35887 -0.41 -0.64 -0.35
O 0.05746 -0.28576 1.86080 0.20 -0.07 1.55
H -1.85810 -1.37427 3.17666 -0.01 0.00 -0.18
H -1.27673 -2.33881 4.48624 -0.17 0.05 -0.27
H -0.38555 -2.18714 3.06310 -0.28 0.50 0.10
H -1.15617 0.17762 4.65365 0.10 -0.20 -0.23
H 0.34432 -0.72592 5.00095 -0.07 0.01 -0.22
```
Forces are in eV/Å.

Atomic partial charges in e from the Mulliken method, atoms 1 to 4: -0.532, -0.838, 0.464, 0.178

=====

(2)
Computed, not measured: C19H32FGaN7O2PSSi as an isolated structure, with ωB97M-V/def2-TZVPD.

Properties
highest occupied orbital energy = -0.52117 Eh
energy relative to the best compared isomer or geometry (same formula, charge and spin) = 0.0 kcal/mol
LUMO = -6.1 eV
molecular weight = 570.36 g mol⁻¹
net charge = +2
orbital gap = 0.29760 hartree

Structure (XYZ):
```
65
Properties=species:S:1:pos:R:3:forces:R:3
Ga 0.32263 -0.23491 -0.69891 0.02 0.03 -0.16
C 0.40364 -4.24051 -2.47711 -0.01 -0.01 0.01
C 0.10021 -2.89458 -1.92096 -0.06 -0.01 0.02
N 0.94142 -2.08091 -1.42725 0.10 0.02 -0.04
N 2.29344 -2.31642 -1.38744 -0.02 -0.08 0.09
C 2.95042 -1.18533 -1.58587 0.03 0.02 0.03
N 4.28284 -1.25762 -1.69237 0.00 0.03 0.00
S 2.22888 0.40075 -1.77565 0.05 0.08 0.07
C -1.26111 -2.29642 -2.01933 0.06 -0.01 -0.01
C -2.33199 -2.97987 -2.55666 0.00 0.01 0.00
C -3.53054 -2.30666 -2.76301 0.00 0.00 0.01
C -3.61187 -0.96592 -2.43829 0.00 0.02 -0.02
C -2.50343 -0.35119 -1.88273 0.04 -0.02 -0.12
N -1.35965 -0.99592 -1.66118 0.05 -0.06 0.15
H 1.46159 -4.46021 -2.37380 0.00 0.01 0.00
H -0.17765 -5.00834 -1.96335 0.00 0.00 0.00
H 0.13683 -4.27766 -3.53474 0.00 -0.01 0.00
H 4.70985 -2.13584 -1.94003 0.00 -0.01 0.03
H 4.81687 -0.41469 -1.82130 0.00 -0.01 -0.01
H -2.22898 -4.01963 -2.83079 0.00 0.00 0.00
H -4.37987 -2.82432 -3.18811 0.00 0.00 0.00
H -4.51367 -0.39559 -2.60839 0.00 0.01 0.00
H -2.52320 0.69128 -1.61617 0.02 0.13 0.02
C -2.67205 -0.41786 1.28524 -0.05 0.01 0.03
Si -2.08095 1.34735 1.21079 0.04 0.13 -0.05
C -3.26709 2.49432 0.35909 0.02 -0.03 0.03
C -1.77867 1.92812 2.94958 -0.01 -0.02 0.03
N -0.42924 1.40939 0.31279 -0.08 0.02 -0.10
C -0.15164 2.71342 -0.28198 0.05 -0.02 0.00
C 0.15149 3.81813 0.50659 0.01 -0.01 0.02
C 0.40956 5.04936 -0.07359 0.00 0.01 -0.02
C 0.37490 5.19510 -1.45429 0.01 0.01 0.01
C 0.09286 4.10335 -2.25926 -0.01 -0.02 0.00
C -0.16075 2.89318 -1.65279 -0.04 -0.05 -0.01
F -0.41371 1.80585 -2.43380 -0.19 -0.08 0.04
H -3.35449 -0.47622 2.13803 0.00 -0.02 0.00
H -1.86199 -1.12394 1.47581 0.03 -0.01 0.00
H -3.23148 -0.74440 0.40918 0.02 0.00 0.11
H -4.15454 2.55212 0.99606 -0.01 0.00 0.00
H -3.60949 2.17040 -0.62163 0.00 0.01 -0.07
H -2.87183 3.50678 0.26556 0.02 -0.01 0.01
H -2.75184 2.01709 3.43992 0.00 -0.01 0.00
H -1.29584 2.90214 3.02053 -0.01 0.01 -0.02
H -1.19710 1.20228 3.51931 -0.01 0.01 0.01
H 0.19376 3.70667 1.58222 0.00 0.00 -0.01
H 0.64242 5.89743 0.55493 0.00 0.00 0.00
H 0.57749 6.15570 -1.90645 0.00 0.00 0.00
H 0.07352 4.17236 -3.33830 0.00 0.00 0.00
N 1.41646 1.37988 2.86214 0.06 -0.03 0.02
C 1.58516 0.01354 3.38544 0.00 0.00 0.05
P 2.00339 -0.93293 1.91061 -0.04 0.02 -0.06
O 3.28263 -0.45688 1.32201 -0.01 -0.07 -0.03
O 0.72676 -0.94043 1.04442 -0.07 -0.14 0.01
C 2.34024 -2.70682 2.31847 -0.03 0.02 0.01
N 3.39616 -3.10630 1.33118 -0.09 0.07 -0.24
H 2.32139 1.74529 2.58032 0.02 -0.01 0.00
H 1.06511 1.98964 3.59177 -0.01 0.00 0.00
H 0.23021 1.34078 1.11047 -0.01 0.01 0.09
H 0.64561 -0.34511 3.80972 0.00 0.02 -0.01
H 2.37120 -0.08938 4.13957 -0.01 0.01 0.01
H 1.47419 -3.35395 2.20913 0.00 0.00 0.00
H 2.75541 -2.81279 3.31969 -0.01 0.01 0.00
H 3.85977 -3.98061 1.57137 0.01 -0.01 -0.01
H 4.06592 -2.31838 1.28825 0.01 0.01 -0.01
H 3.00043 -3.15318 0.36536 0.06 0.02 0.12
```
Forces are in eV/Å.

Atomic partial charges in e from the Mulliken method, atoms 1 to 4: 1.030, -2.015, 0.818, 1.029

=====

(3)
Computed, not measured: one molecule with the formula C19H32N2O5, with ωB97M-V/def2-TZVPD.

Properties
highest occupied orbital energy = -0.34430 Eh
energy relative to the best compared isomer or geometry (same formula, charge and spin) = 86.9 kcal/mol
LUMO = 0.7 eV
SMILES = CCO[C@H]1CC[C@@H]1C(=O)N[C@@H]1C[C@H](C(=O)NC2(CCOC)CC2)C[C@H]1O
molecular weight = 368.47 g mol⁻¹
orbital gap = 0.37081 hartree

Structure (XYZ):
```
58
Properties=species:S:1:pos:R:3:forces:R:3
C -0.65229 2.01324 -3.64412 -0.02 0.01 -0.02
C -0.92163 1.64667 -5.09061 0.02 0.02 0.00
O 0.25910 1.37562 -5.83620 -0.04 -0.01 0.03
C 0.86470 0.13178 -5.61101 -0.07 0.02 -0.04
C 1.55306 -0.46878 -6.84447 0.00 0.04 -0.01
C 2.73482 -0.88089 -5.94393 0.00 -0.06 0.04
C 2.23934 0.11233 -4.87442 0.07 0.01 0.03
C 2.23602 -0.37266 -3.44676 -0.13 0.04 0.03
O 2.09461 -1.55363 -3.15805 0.04 -0.02 -0.05
N 2.32550 0.58982 -2.50029 0.00 -0.04 0.11
C 2.20289 0.32243 -1.07673 -0.06 0.01 -0.06
C 0.98345 -0.51738 -0.67153 0.05 0.07 -0.09
C 0.54233 0.02231 0.72491 0.05 0.05 -0.04
C -0.90081 0.48465 0.60486 0.02 0.13 0.15
O -1.20417 1.63173 0.32782 0.03 -0.10 -0.06
N -1.83016 -0.49326 0.80988 -0.07 0.06 -0.01
C -3.21126 -0.30117 0.44709 0.16 0.06 -0.07
C -3.48960 -0.29479 -1.04171 -0.18 -0.06 0.12
C -3.09073 -1.58803 -1.73551 0.05 0.10 -0.17
O -1.74870 -1.48375 -2.17258 -0.01 -0.04 0.10
C -1.27349 -2.67786 -2.75709 0.03 0.01 0.00
C -4.21709 -0.91601 1.37670 -0.03 -0.08 0.05
C -4.01774 0.57718 1.34918 0.01 0.03 -0.01
C 1.49740 1.18291 1.04952 -0.11 -0.01 -0.03
C 2.02754 1.62775 -0.30699 0.01 -0.06 0.04
O 3.19000 2.43825 -0.26129 -0.05 0.04 -0.18
H -1.57842 2.30584 -3.14770 -0.02 0.01 0.01
H -0.23693 1.17386 -3.08951 0.02 -0.06 0.03
H 0.04295 2.85286 -3.58746 0.01 0.00 0.00
H -1.59939 0.78657 -5.14850 0.01 -0.03 0.01
H -1.40056 2.47863 -5.60786 0.01 -0.01 -0.01
H 0.16293 -0.56780 -5.14303 0.01 -0.03 0.01
H 1.02280 -1.25024 -7.38501 -0.02 0.01 -0.03
H 1.82015 0.33466 -7.53266 0.00 -0.02 0.03
H 2.63781 -1.90094 -5.57155 0.01 0.05 -0.02
H 3.73977 -0.72630 -6.33056 0.00 0.00 0.01
H 2.69749 1.09837 -4.97717 0.02 -0.03 0.01
H 2.42240 1.54908 -2.79066 0.03 0.01 0.02
H 3.11425 -0.17933 -0.72363 0.03 0.02 0.02
H 0.18586 -0.37962 -1.40231 0.01 -0.01 0.01
H 1.21317 -1.57977 -0.66207 0.01 0.01 0.01
H 0.60746 -0.75984 1.48284 -0.03 0.00 -0.01
H -1.49042 -1.43966 0.85575 0.01 -0.05 0.00
H -4.55960 -0.12944 -1.18680 0.00 0.02 0.01
H -2.96553 0.54135 -1.50945 0.02 -0.01 -0.02
H -3.20079 -2.44308 -1.05237 0.01 -0.02 0.01
H -3.73859 -1.78068 -2.60020 -0.01 0.00 -0.02
H -0.22865 -2.52504 -3.01982 0.03 0.03 -0.01
H -1.34376 -3.51750 -2.05565 -0.02 -0.01 0.02
H -1.84586 -2.93216 -3.65647 -0.02 0.00 -0.02
H -5.11800 -1.32939 0.93973 0.04 0.05 0.00
H -3.84333 -1.45957 2.23544 0.00 0.05 -0.03
H -3.50053 1.03947 2.17862 0.00 -0.05 -0.04
H -4.77973 1.19450 0.89072 0.02 -0.05 0.00
H 0.99755 1.99864 1.56924 0.01 -0.03 0.00
H 2.33073 0.83901 1.66632 0.02 -0.05 -0.01
H 1.25674 2.22165 -0.80700 -0.01 0.02 0.02
H 3.96314 1.86693 -0.21157 0.01 -0.02 0.11
```
Forces are in eV/Å.

Atomic partial charges in e from the Mulliken method, atoms 1 to 4: -0.331, -0.586, -0.481, 0.622